1.
Entry from the Open Molecules 2025 dataset: a single C2H2NOPS2 molecule at a distorted geometry (ωB97M-V/def2-TZVPD).

Cartesian coordinates (Å):
H (1.743, 0.987, 1.070)
C (0.913, 0.510, 0.368)
C (0.124, -1.822, -0.401)
P (-2.142, 1.301, -0.034)
O (-1.593, 1.028, -1.347)
S (1.525, -1.178, 0.296)
H (0.838, 0.852, -0.578)
N (-0.792, -2.432, -0.682)
S (-0.616, 0.755, 1.308)

Properties
Highest occupied orbital energy (eV): -9.949
LUMO energy (eV): -0.855
Total charge: 0
Relative energy (zero: lowest compared OMol25 entry of this formula, charge and spin) (eV): 0.202
SMILES: N#CSCSP=O
Kohn-Sham gap (eV): 9.09
Maximum force (eV/A): 5.16
2S+1: 1

Atomic partial charges in e from the natural (NBO) method, atoms 1 to 6:
1 H 0.26
2 C -0.66
3 C 0.02
4 P 1.23
5 O -1.01
6 S 0.33

---

2.
Entry from the Open Molecules 2025 dataset: a molecular structure, C12H29Cl2N2PTl at a distorted geometry (ωB97M-V/def2-TZVPD).

Cartesian coordinates (Å):
H (3.012, 0.181, -2.721)
H (0.622, -2.697, -1.836)
H (0.456, -1.935, 7.275)
C (0.003, 0.155, 5.572)
N (0.060, 0.112, 6.869)
C (-2.232, -1.376, -1.579)
H (0.283, 0.962, 8.724)
H (-3.155, -0.705, -3.979)
H (-0.367, 2.090, 7.492)
H (-2.281, 0.728, -1.966)
H (-1.770, -1.388, -0.583)
Tl (-0.382, -0.280, 2.224)
C (0.665, 1.934, -4.232)
N (-0.097, 0.014, 4.408)
C (-0.260, -1.144, 7.553)
H (-1.982, -2.316, -2.087)
H (3.232, -1.561, -2.958)
C (-1.800, -0.167, -2.398)
H (-1.438, -0.924, -4.409)
H (-0.195, -0.946, 8.624)
H (-2.036, -1.031, 2.424)
C (0.355, 1.288, 7.685)
C (0.223, 1.852, -2.775)
H (2.204, 2.216, -1.937)
C (0.733, -2.439, -2.899)
H (2.587, -0.966, -1.413)
H (-0.058, 1.469, -4.912)
H (-0.198, -2.667, -3.432)
H (-2.161, 0.716, -4.364)
Cl (-1.410, 1.374, 0.503)
C (1.177, 2.582, -1.826)
C (1.148, -0.973, -3.032)
H (1.367, 1.661, 7.480)
P (0.009, 0.171, -2.093)
H (0.918, 0.958, 1.878)
H (1.175, 3.651, -2.054)
H (1.108, -0.665, -4.085)
H (-1.278, -1.483, 7.297)
H (1.524, -3.079, -3.317)
H (0.876, 2.452, -0.779)
H (-0.770, 2.315, -2.676)
H (-3.320, -1.354, -1.435)
C (-2.149, -0.272, -3.879)
H (1.652, 1.473, -4.372)
H (0.743, 2.996, -4.505)
Cl (0.629, -2.180, 1.027)
C (2.579, -0.803, -2.501)

Properties
Highest occupied orbital energy (eV): -3.261
LUMO energy (eV): 2.058
Total charge: -1
Relative energy (zero: lowest compared OMol25 entry of this formula, charge and spin) (eV): 0.000
Kohn-Sham gap (eV): 5.32
Maximum force (eV/A): 5.19
2S+1: 1

Atomic partial charges in e from the Mulliken method, atoms 1 to 6:
1 H 0.28
2 H 0.16
3 H 0.30
4 C 0.45
5 N -0.01
6 C -1.29